Record 1
Molecular formula: C23H27ClF3O4P2
Method: DFT, ωB97M-V/def2-TZVPD

Calculated values
Charge = -1
Energy above the lowest of the compared OMol25 structures with the same formula, charge and spin = 278.64 kJ/mol
Kohn-Sham gap = 6.91 eV
Max |F| = 5.9 eV/Å

Positions of all 60 atoms, in Å:
1 O 3.2807 -1.8679 1.9089
2 P 2.1045 -2.7830 1.0056
3 Cl 2.8517 -2.7375 -1.0274
4 P 0.1668 -1.7134 0.9601
5 O 0.4579 -1.6842 -0.7848
6 C -0.8799 -1.2662 -1.2787
7 C -1.6742 -0.2466 -0.2177
8 C -3.1931 -0.2778 -0.8337
9 C -4.2432 0.6695 0.2528
10 C -4.6039 -0.1255 1.7536
11 O -3.5791 1.1496 1.5841
12 O -1.4060 -0.9174 1.0884
13 H 3.4185 -1.0104 1.3833
14 H 0.7656 -0.3987 1.1300
15 H 0.0861 -2.0095 2.3742
16 H -0.6207 -2.9466 0.8323
17 H -1.0424 -1.1037 -2.4261
18 H -1.5009 -2.2682 -1.0898
19 H -1.2148 0.8339 -0.0744
20 H -3.6811 -1.3387 -0.9078
21 H -3.2814 0.3746 -1.8044
22 H -5.1511 1.3572 -0.2733
23 H -3.7251 -0.6900 2.2917
24 H -5.4110 0.4443 2.3968
25 F -8.1070 5.8609 4.4815
26 C -7.1664 5.0214 4.0288
27 C -5.8492 5.1810 4.4449
28 C -4.8703 4.3040 3.9778
29 C -5.2182 3.2827 3.0903
30 C -6.5421 3.1337 2.6745
31 C -7.5225 4.0040 3.1505
32 H -5.5963 5.9852 5.1281
33 H -3.8390 4.4156 4.3032
34 H -4.4536 2.6016 2.7227
35 H -6.8098 2.3406 1.9805
36 H -8.5580 3.8971 2.8447
37 F 9.6576 -2.9164 1.5262
38 C 8.4095 -3.1950 1.1271
39 C 7.3377 -2.8560 1.9456
40 C 6.0377 -3.1412 1.5282
41 C 5.8245 -3.7728 0.3005
42 C 6.9071 -4.1137 -0.5117
43 C 8.2062 -3.8182 -0.0991
44 H 7.5231 -2.3734 2.8997
45 H 5.1925 -2.8731 2.1573
46 H 4.8106 -3.9991 -0.0227
47 H 6.7390 -4.6089 -1.4650
48 H 9.0587 -4.0681 -0.7219
49 F -0.7230 0.3883 -4.0767
50 C 0.5001 0.7027 -4.5238
51 C 0.8448 2.0394 -4.6908
52 C 2.1199 2.3674 -5.1514
53 C 3.0333 1.3534 -5.4506
54 C 2.6760 0.0145 -5.2844
55 C 1.4048 -0.3127 -4.8132
56 H 0.1195 2.8131 -4.4613
57 H 2.4019 3.4097 -5.2780
58 H 4.0262 1.6095 -5.8140
59 H 3.3871 -0.7731 -5.5218
60 H 1.1135 -1.3479 -4.6698

Record 2
Molecular formula: C23H27F2
Method: DFT, ωB97M-V/def2-TZVPD

Calculated values
Charge = +1
Energy above the lowest of the compared OMol25 structures with the same formula, charge and spin = 65.66 kJ/mol
Kohn-Sham gap = 5.95 eV
Max |F| = 3.0 eV/Å

Positions of all 52 atoms, in Å:
1 C -5.3232 0.6490 0.4200
2 C -4.7404 2.0132 0.7577
3 C -3.4323 2.4124 0.0699
4 C -2.1572 1.7859 0.6890
5 C -1.9998 0.3489 0.3785
6 C -0.7628 -0.1324 -0.1953
7 C -3.1331 -0.5002 -0.1036
8 C -4.3958 -0.5246 0.7538
9 H -6.2643 0.4922 0.9610
10 H -5.5658 0.5991 -0.6494
11 H -5.5035 2.7563 0.4992
12 H -4.6098 2.0707 1.8414
13 H -3.4634 2.1351 -0.9900
14 H -3.3637 3.5078 0.1004
15 H -1.2873 2.3284 0.2712
16 H -2.1156 1.9966 1.7755
17 H -0.8167 -1.2317 -0.2692
18 H -0.9628 0.2642 -1.1935
19 H -3.3912 -0.2101 -1.1449
20 H -2.7833 -1.5403 -0.1764
21 H -4.1195 -0.5242 1.8166
22 H -4.9138 -1.4797 0.5616
23 C 3.7682 0.8974 -4.7257
24 C 2.9738 0.7688 -3.4847
25 C 3.5336 0.9252 -2.2107
26 F 4.8993 1.0788 -2.1279
27 C 2.7836 0.8368 -1.0358
28 C 1.4379 0.4534 -1.1129
29 C 0.5943 0.2859 0.1702
30 C 1.2640 -0.6951 1.1578
31 C 2.2058 -1.5973 0.6544
32 C 3.0231 -2.2733 1.5480
33 F 4.1266 -2.8990 1.0256
34 C 2.8129 -2.2664 2.9207
35 C 3.7920 -2.9793 3.7792
36 C 1.6866 -1.5612 3.3788
37 C 0.9135 -0.7906 2.5126
38 C 0.9008 0.1656 -2.3824
39 C 1.6230 0.4436 -3.5432
40 H 3.0759 0.9209 -5.5695
41 H 4.3806 1.8016 -4.7532
42 H 4.4293 0.0364 -4.8705
43 H 3.2608 0.9946 -0.0687
44 H 0.5509 1.2402 0.7000
45 H 2.3655 -1.7090 -0.4154
46 H 3.3973 -3.1393 4.7813
47 H 4.0426 -3.9526 3.3492
48 H 4.7403 -2.4385 3.8840
49 H 1.4354 -1.5807 4.4382
50 H 0.0290 -0.2380 2.8713
51 H -0.0699 -0.3243 -2.5353
52 H 1.1286 0.3786 -4.5089

Record 3
Molecular formula: C23H27F3N2O4S3
Method: DFT, ωB97M-V/def2-TZVPD

Calculated values
Charge = 0
Energy above the lowest of the compared OMol25 structures with the same formula, charge and spin = 0.00 kJ/mol
Kohn-Sham gap = 5.90 eV
Max |F| = 2.3 eV/Å

Positions of all 62 atoms, in Å:
1 C 2.6312 3.8423 3.2056
2 C 1.2247 3.9797 3.7921
3 C 0.5595 2.6283 4.0579
4 C 0.9435 1.5149 3.0925
5 N 0.3952 0.3080 3.3475
6 C -0.5960 0.0520 4.3771
7 C -0.9558 -1.4359 4.2476
8 C 0.0297 -2.0512 3.2520
9 C 0.8241 -0.8868 2.6505
10 C 1.8264 1.7251 2.0521
11 C 2.6593 2.9456 1.9491
12 H 3.0203 4.8354 2.9527
13 H 3.2949 3.4045 3.9611
14 H 1.2884 4.5414 4.7342
15 H 0.6000 4.5717 3.1092
16 H 0.8451 2.3236 5.0818
17 H -0.5301 2.7900 4.0713
18 H -0.1751 0.2569 5.3746
19 H -1.4733 0.7019 4.2647
20 H -0.8793 -1.9177 5.2249
21 H -1.9868 -1.5310 3.8944
22 H 0.7250 -2.7202 3.7638
23 H -0.4682 -2.6103 2.4562
24 H 0.5982 -0.7940 1.5840
25 H 1.9109 -1.0642 2.7170
26 H 1.9757 0.9751 1.2828
27 H 2.3415 3.5425 1.0747
28 H 3.7026 2.6485 1.7457
29 F 2.0760 -3.0455 -5.3677
30 C 2.0930 -1.9752 -4.5306
31 F 2.9051 -1.0185 -5.0456
32 F 0.8414 -1.4531 -4.4659
33 S 2.7164 -2.5772 -2.9095
34 N 2.2359 -1.2436 -1.9711
35 S 3.6835 -0.2684 -1.4058
36 C 3.4292 1.1229 -2.4967
37 C 4.3906 1.4390 -3.4586
38 C 4.1643 2.5248 -4.3082
39 C 3.0050 3.2946 -4.1755
40 C 2.0481 2.9544 -3.2163
41 C 2.2629 1.8716 -2.3580
42 O 3.3862 0.0764 -0.0396
43 O 4.9006 -0.9558 -1.7292
44 S 0.9773 -1.6969 -0.8737
45 C -0.2140 -2.5823 -1.8550
46 C -1.3464 -1.9112 -2.3291
47 C -2.3126 -2.6146 -3.0434
48 C -2.1575 -3.9796 -3.2894
49 C -1.0136 -4.6374 -2.8328
50 C -0.0478 -3.9482 -2.1013
51 O 1.5700 -2.5775 0.1050
52 O 0.3846 -0.4396 -0.4734
53 H 5.2857 0.8228 -3.5471
54 H 4.9053 2.7694 -5.0712
55 H 2.8467 4.1614 -4.8229
56 H 1.1315 3.5319 -3.1192
57 H 1.5285 1.6043 -1.6007
58 H -1.4456 -0.8423 -2.1556
59 H -3.1934 -2.0849 -3.4136
60 H -2.9152 -4.5250 -3.8583
61 H -0.8677 -5.6982 -3.0410
62 H 0.8359 -4.4686 -1.7363

Record 4
Molecular formula: C23H27F7NO18
Method: DFT, ωB97M-V/def2-TZVPD

Calculated values
Charge = -1
Energy above the lowest of the compared OMol25 structures with the same formula, charge and spin = 449.86 kJ/mol
Kohn-Sham gap = 3.64 eV
Max |F| = 4.5 eV/Å

Positions of all 76 atoms, in Å:
1 C 1.4449 0.9925 1.2034
2 C -0.0521 0.9918 0.9529
3 C -0.8570 -0.2923 1.6588
4 N -1.2504 -1.2709 0.5744
5 C -0.0523 -1.9232 -0.0788
6 C 0.8313 -2.8946 0.9108
7 F 2.1104 -3.2063 0.1709
8 H 2.0006 -0.0552 1.2420
9 H 1.9646 2.0340 1.3286
10 H -0.5954 1.8005 0.2791
11 H -0.2328 -0.7638 2.5429
12 H -1.8226 0.1803 2.1783
13 H 0.6804 -1.1897 -0.6227
14 H -0.4875 -2.6361 -0.9319
15 H 1.0224 -2.4562 1.9845
16 H 0.2454 -3.9337 0.9543
17 C 4.1730 -3.8441 -2.4018
18 C 4.7200 -2.5190 -2.8101
19 O 5.6772 -2.8460 -3.7918
20 C 5.2225 -3.9977 -4.3605
21 O 5.6256 -4.4421 -5.4226
22 O 4.2532 -4.5910 -3.5991
23 F 5.3558 -1.9209 -1.7778
24 H 4.7766 -4.3316 -1.6288
25 H 3.1400 -3.7771 -2.0499
26 H 3.9751 -1.8375 -3.2347
27 C -1.2134 -7.7644 -0.2080
28 C -0.5097 -6.8224 -1.1240
29 O -1.2336 -5.6213 -0.9812
30 C -1.7291 -5.6548 0.2877
31 O -2.1740 -4.6824 0.8746
32 O -1.6597 -6.9104 0.8262
33 F -0.6126 -7.2314 -2.4084
34 H -2.0769 -8.2469 -0.6781
35 H -0.5484 -8.5392 0.1829
36 H 0.5418 -6.6509 -0.8702
37 C -1.6741 4.7360 3.1904
38 C -1.1272 6.0610 2.7821
39 O -0.1699 5.7341 1.8004
40 C -0.6246 4.5823 1.2316
41 O -0.2215 4.1380 0.1696
42 O -1.5939 3.9890 1.9931
43 F -0.4913 6.6592 3.8143
44 H -1.0705 4.2485 3.9634
45 H -2.7071 4.8029 3.5422
46 H -1.8720 6.7425 2.3575
47 C 0.3260 10.5507 3.5676
48 C -0.1831 11.1381 4.8394
49 O -1.5376 11.4087 4.5585
50 C -1.8996 10.4795 3.6299
51 O -3.0547 10.2140 3.3416
52 O -0.8097 9.8751 3.0658
53 F 0.4371 12.3079 5.1125
54 H 0.6435 11.3116 2.8467
55 H 1.1542 9.8563 3.7324
56 H -0.1129 10.4682 5.7030
57 C -0.9039 6.6153 -1.8997
58 C -0.2001 7.5573 -2.8157
59 O -0.9240 8.7584 -2.6729
60 C -1.4195 8.7249 -1.4040
61 O -1.8644 9.6973 -0.8172
62 O -1.3501 7.4692 -0.8655
63 F -0.3030 7.1482 -4.1002
64 H -1.7673 6.1328 -2.3699
65 H -0.2388 5.8405 -1.5088
66 H 0.8514 7.7287 -2.5620
67 C -0.9211 -12.3133 -2.8408
68 C -1.1114 -11.5422 -1.5794
69 O -2.3057 -10.8287 -1.8063
70 C -3.0260 -11.6064 -2.6625
71 O -4.2184 -11.4649 -2.8771
72 O -2.2505 -12.5703 -3.2465
73 F -0.1100 -10.6512 -1.4032
74 H -0.4100 -11.7350 -3.6178
75 H -0.3732 -13.2456 -2.6797
76 H -1.2186 -12.1647 -0.6847